ORCA calculation (the ωB97M-V functional and the def2-TZVPD basis) on 2 unconnected molecules or ions with the total composition C7H12O.

Each line ends with the Mulliken charge.
CARTESIAN COORDINATES (ANGSTROEM)
C (-1.931, -1.025, 1.442)  -0.76
C (-1.692, 0.179, 0.947)  -0.07
C (-1.121, 0.412, -0.511)  0.55
C (-1.204, -0.522, -1.486)  -1.00
O (-1.306, 1.743, -0.783)  -0.49
H (-1.715, -1.917, 0.869)  0.19
H (-2.215, -1.175, 2.472)  0.28
H (-1.959, 1.082, 1.481)  0.38
H (-1.033, -1.564, -1.293)  0.22
H (-1.503, -0.244, -2.485)  0.21
H (-1.138, 1.883, -1.724)  0.31
C (2.228, 1.464, 0.032)  -0.88
C (1.435, 0.421, 0.197)  0.52
C (1.839, -1.011, 0.094)  -1.01
H (1.866, 2.477, 0.114)  0.29
H (3.276, 1.338, -0.201)  0.28
H (0.377, 0.596, 0.643)  0.14
H (2.905, -1.101, -0.106)  0.38
H (1.597, -1.542, 1.016)  0.25
H (1.293, -1.492, -0.717)  0.20

The calculation puts the HOMO-LUMO gap at 0.341 Eh. Its total energy is -9497.69400 eV. The spin multiplicity is 1. As for the net charge: 0. As for the SMILES: C=CC(=C)O.C=CC. As for the energy relative to the best compared isomer or geometry (same formula, charge and spin): 301.47 kJ/mol.



ORCA calculation (the ωB97M-V functional and the def2-TZVPD basis) on a molecular structure, C7H12O.

Each line ends with the Mulliken charge.
CARTESIAN COORDINATES (ANGSTROEM)
C (1.963, -1.202, 0.315)  -1.70
C (1.469, 1.044, -0.677)  -0.02
C (0.990, -0.040, 0.187)  0.48
O (0.838, 2.101, -0.823)  -0.54
H (-0.669, 1.731, -0.676)  0.35
H (2.249, 0.794, -1.416)  0.37
H (0.693, 0.341, 1.165)  0.21
H (1.523, -1.995, 0.917)  0.42
H (2.889, -0.882, 0.796)  0.42
H (2.201, -1.618, -0.665)  0.37
C (-0.412, -0.501, -0.517)  -0.11
C (-1.563, 1.006, -0.289)  -0.28
C (-1.074, -1.613, -0.048)  -1.01
C (-1.817, 1.430, 0.974)  -0.83
H (-0.254, -0.514, -1.594)  0.32
H (-2.398, 0.819, -0.953)  0.38
H (-1.344, -1.702, 0.994)  0.34
H (-1.438, -2.372, -0.723)  0.28
H (-1.023, 1.687, 1.661)  0.25
H (-2.821, 1.487, 1.371)  0.30

The calculation puts the HOMO-LUMO gap (spin up / spin down) at 0.282 / 0.270 Eh. Its total energy is -9495.96904 eV. The spin multiplicity is 1. As for the net charge: 0. As for the energy relative to the best compared isomer or geometry (same formula, charge and spin): 467.91 kJ/mol.



ORCA calculation (the ωB97M-V functional and the def2-TZVPD basis) on 2 unconnected molecules or ions with the total composition C7H12O.

Each line ends with the Mulliken charge.
CARTESIAN COORDINATES (ANGSTROEM)
C (-0.832, 0.600, 2.622)  -0.88
C (0.154, 0.481, 1.721)  0.01
C (0.222, 0.642, 0.249)  0.79
C (1.429, 1.055, -0.477)  -0.29
C (2.612, 0.459, -0.299)  -0.77
C (-0.863, 0.220, -0.437)  -0.58
C (-1.163, 0.150, -1.880)  -1.15
H (-1.756, 1.093, 2.333)  0.29
H (-0.565, 0.567, 3.655)  0.31
H (1.096, 0.077, 2.119)  0.14
H (1.267, 1.938, -1.127)  0.38
H (3.436, 0.582, -0.979)  0.28
H (2.811, -0.200, 0.540)  0.22
H (-1.681, -0.112, 0.195)  0.29
H (-0.355, 0.391, -2.569)  0.36
H (-1.545, -0.846, -2.217)  0.31
H (-2.068, 0.756, -2.129)  0.30
O (-0.974, -2.542, -0.787)  -0.61
H (-0.270, -2.030, -0.364)  0.30
H (-0.954, -3.280, -0.167)  0.31

The calculation puts the HOMO-LUMO gap at 0.343 Eh. Its total energy is -9498.58867 eV. The spin multiplicity is 1. As for the net charge: 0. As for the SMILES: C=CC(C=C)=CC.O. As for the energy relative to the best compared isomer or geometry (same formula, charge and spin): 215.15 kJ/mol.



ORCA calculation (the ωB97M-V functional and the def2-TZVPD basis) on 2 unconnected molecules or ions with the total composition C7H12O.

Each line ends with the Mulliken charge.
CARTESIAN COORDINATES (ANGSTROEM)
C (-2.100, 2.156, 1.290)  -0.63
C (-2.261, 1.002, 0.687)  -0.44
C (-1.194, 0.279, -0.065)  0.50
C (-0.907, 0.627, -1.311)  -0.56
C (-0.418, -0.737, 0.715)  -0.13
C (0.852, -1.041, 0.546)  0.20
C (1.707, -2.056, 1.209)  -1.28
H (-2.906, 2.777, 1.673)  0.26
H (-1.171, 2.680, 1.532)  0.26
H (-3.253, 0.554, 0.652)  0.32
H (-1.593, 1.228, -1.901)  0.31
H (0.047, 0.399, -1.765)  0.01
H (-1.148, -1.287, 1.307)  0.28
H (1.420, -0.488, -0.190)  -0.06
H (2.275, -2.709, 0.532)  0.32
H (2.554, -1.561, 1.677)  0.31
H (1.231, -2.687, 1.957)  0.34
O (1.968, 0.468, -2.923)  -0.65
H (2.416, 0.441, -2.067)  0.33
H (2.480, -0.044, -3.556)  0.31

The calculation puts the HOMO-LUMO gap at 0.338 Eh. Its total energy is -9498.56966 eV. The spin multiplicity is 1. As for the net charge: 0. As for the SMILES: C=CC(=C)/C=C/C.O. As for the energy relative to the best compared isomer or geometry (same formula, charge and spin): 216.98 kJ/mol.



ORCA calculation (the ωB97M-V functional and the def2-TZVPD basis) on C7H12O in the gas phase.

Each line ends with the Mulliken charge.
CARTESIAN COORDINATES (ANGSTROEM)
C (-1.553, 2.687, 2.481)  -0.87
C (-0.744, 1.975, 1.686)  -0.01
C (-1.219, 0.958, 0.669)  -0.11
C (-0.488, 0.396, -0.265)  -0.52
C (-0.684, -0.791, -1.195)  -0.42
C (0.434, -1.758, -0.852)  -0.40
C (1.753, -1.435, -1.507)  -0.45
O (2.622, -0.866, -0.595)  -0.56
H (-2.640, 2.624, 2.515)  0.23
H (-1.268, 3.418, 3.174)  0.29
H (0.364, 2.115, 1.847)  0.24
H (-2.339, 0.670, 0.727)  0.21
H (0.459, 0.851, -0.415)  0.32
H (-1.712, -1.298, -0.909)  0.29
H (-0.589, -0.500, -2.304)  0.28
H (0.588, -1.573, 0.208)  0.32
H (0.022, -2.830, -1.122)  0.28
H (2.390, -2.334, -1.805)  0.28
H (1.651, -0.819, -2.474)  0.26
H (2.956, -1.488, 0.137)  0.33

The calculation puts the HOMO-LUMO gap at 0.354 Eh. Its total energy is -9498.24353 eV. The spin multiplicity is 1. As for the net charge: 0. As for the SMILES: C=C/C=C/CCCO. As for the energy relative to the best compared isomer or geometry (same formula, charge and spin): 248.45 kJ/mol.



ORCA calculation (the ωB97M-V functional and the def2-TZVPD basis) on a molecular structure, C7H12O.

Each line ends with the Mulliken charge.
CARTESIAN COORDINATES (ANGSTROEM)
C (2.327, -0.213, -0.127)  -1.04
C (1.074, 0.361, -0.271)  0.30
C (0.262, 0.175, 1.150)  -1.06
C (-0.933, -0.014, 0.291)  1.44
C (-1.515, 1.220, -0.315)  -1.27
C (-1.921, -1.035, 0.053)  -0.76
C (-0.371, -0.890, -0.650)  -0.56
H (2.503, -0.241, 1.234)  0.19
H (2.206, -1.346, -0.429)  0.28
H (3.371, 0.471, -0.614)  0.25
H (1.016, 1.471, -0.682)  0.38
H (0.263, 1.031, 1.869)  0.27
H (0.657, -1.027, 1.464)  0.35
H (-0.661, 2.005, 0.157)  0.22
H (-1.455, 1.685, -1.487)  0.21
H (-2.608, 1.513, -0.061)  0.34
H (-1.729, -2.132, 0.619)  0.20
H (-2.944, -1.118, -0.608)  0.25
H (0.142, -1.730, -0.164)  0.36
O (0.317, -0.187, -1.430)  -0.37

The calculation puts the HOMO-LUMO gap at 0.327 Eh. Its total energy is -9489.96687 eV. The spin multiplicity is 1. As for the net charge: 0. As for the energy relative to the best compared isomer or geometry (same formula, charge and spin): 1047.03 kJ/mol.